#w
C28H25N9O9Re as an isolated structure, computed with ωB97M-V/def2-TZVPD.

Last column: Löwdin spin population.
Atoms and positions in Å:
Re1 -0.35 0.20 0.64  0.7778
C1 -3.25 0.07 3.94  0.0016
C2 -3.15 -1.25 4.35  0.0007
C3 -2.28 -2.11 3.68  0.0005
C4 -1.51 -1.62 2.63  0.0020
N1 -1.65 -0.34 2.22  0.0005
C5 -2.50 0.47 2.85  -0.0001
C6 -0.46 -2.38 1.95  0.0106
C7 -0.10 -3.70 2.23  -0.0030
C8 0.96 -4.27 1.54  0.0122
C9 1.67 -3.52 0.62  -0.0014
C10 1.29 -2.20 0.38  0.0101
N2 0.23 -1.68 1.02  0.0027
C11 2.00 -1.23 -0.46  0.0024
C12 3.22 -1.46 -1.09  0.0009
C13 3.88 -0.39 -1.70  0.0063
C14 3.30 0.87 -1.68  -0.0004
C15 2.06 1.00 -1.08  0.0073
N3 1.44 -0.01 -0.50  0.0004
H1 -3.88 0.78 4.44  0.0001
H2 -3.73 -1.61 5.19  0.0000
H3 -2.21 -3.14 3.98  0.0000
H4 -2.56 1.49 2.47  -0.0002
H5 -0.63 -4.27 2.98  -0.0004
H6 1.23 -5.29 1.75  0.0006
H7 2.52 -3.95 0.11  -0.0002
H8 3.67 -2.43 -1.11  -0.0001
H9 4.84 -0.54 -2.16  0.0003
H10 3.79 1.72 -2.11  -0.0001
H11 1.55 1.96 -1.07  0.0000
O1 -1.18 4.31 0.78  0.0006
C16 -0.57 3.29 0.94  0.0058
O2 -0.95 2.13 0.48  0.0453
C17 0.73 3.32 1.73  0.0140
C18 1.20 4.57 2.10  -0.0024
C19 2.37 4.68 2.85  0.0124
C20 3.13 3.57 3.16  -0.0022
C21 2.70 2.32 2.75  0.0101
C22 1.44 2.14 2.10  0.0000
O3 1.00 0.95 1.93  0.0683
N4 3.56 1.17 2.94  0.0011
O4 4.48 1.29 3.70  0.0002
O5 3.32 0.18 2.27  0.0064
N5 2.82 6.01 3.28  0.0011
O6 2.15 6.94 2.93  0.0014
O7 3.82 6.04 3.94  0.0022
H12 0.64 5.45 1.83  -0.0003
H13 4.06 3.68 3.71  -0.0002
C23 -4.25 -1.63 -0.97  -0.0002
C24 -3.14 -0.64 -0.77  0.0023
N6 -3.40 0.64 -0.99  0.0017
O8 -2.04 -1.03 -0.34  0.0089
H14 -4.79 -1.72 -0.03  0.0001
H15 -3.84 -2.61 -1.22  0.0000
H16 -4.94 -1.30 -1.74  0.0000
H17 -4.30 0.94 -1.33  0.0001
H18 -2.66 1.32 -0.88  0.0004
C25 -0.89 -1.18 -6.49  -0.0001
N7 -0.75 -0.99 -5.07  -0.0001
C26 -0.81 0.30 -4.42  -0.0009
C27 -0.62 -0.10 -2.95  -0.0006
O9 -0.63 0.70 -2.02  -0.0062
N8 -0.46 -1.43 -2.88  0.0001
C28 -0.56 -1.92 -4.12  0.0001
N9 -0.49 -3.22 -4.37  0.0000
H19 -0.89 -0.21 -6.97  0.0000
H20 -1.82 -1.69 -6.74  0.0000
H21 -0.05 -1.75 -6.89  0.0000
H22 -1.76 0.80 -4.59  0.0000
H23 0.01 0.95 -4.75  0.0000
H24 -0.38 -3.86 -3.60  0.0000
H25 -0.62 -3.60 -5.30  0.0000

Computed properties:
2S+1: 2
HOMO level (alpha / beta) (eV): -13.6 / -13.6
E_LUMO (alpha / beta) (eV): -7.83 / -7.51
Kohn-Sham gap (alpha / beta) (Eh): 0.2111 / 0.2237
Charge: +2

---

#x
C28H25N9O9Re as an isolated structure, computed with ωB97M-V/def2-TZVPD.

Last column: Löwdin spin population.
Atoms and positions in Å:
Re1 -0.07 0.17 -0.05  0.7648
C1 -2.89 -1.29 -3.10  0.0013
C2 -3.72 -2.11 -2.37  0.0023
C3 -3.37 -2.45 -1.07  0.0029
C4 -2.21 -1.92 -0.55  -0.0001
N1 -1.42 -1.05 -1.24  -0.0048
C5 -1.75 -0.77 -2.50  0.0031
C6 -1.59 -2.33 0.72  0.0044
C7 -1.98 -3.34 1.57  -0.0007
C8 -1.12 -3.70 2.60  0.0043
C9 0.13 -3.10 2.71  -0.0013
C10 0.45 -2.09 1.82  0.0037
N2 -0.43 -1.68 0.90  -0.0022
C11 1.77 -1.44 1.67  0.0041
C12 2.90 -1.80 2.38  -0.0006
C13 4.11 -1.21 2.07  0.0075
C14 4.16 -0.27 1.05  -0.0007
C15 3.00 0.06 0.39  0.0081
N3 1.82 -0.51 0.68  0.0045
H1 -3.10 -1.04 -4.13  0.0000
H2 -4.62 -2.52 -2.81  0.0000
H3 -3.97 -3.12 -0.49  0.0001
H4 -1.07 -0.13 -3.04  -0.0003
H5 -2.91 -3.86 1.42  0.0000
H6 -1.40 -4.49 3.29  0.0002
H7 0.83 -3.43 3.46  -0.0002
H8 2.84 -2.56 3.16  -0.0002
H9 5.01 -1.49 2.61  0.0004
H10 5.09 0.20 0.76  -0.0001
H11 2.99 0.80 -0.40  0.0002
O1 2.33 0.23 -3.34  0.0213
C16 1.70 0.75 -2.46  0.0063
O2 0.73 0.05 -1.83  0.0962
C17 1.88 2.18 -2.09  0.0009
C18 2.68 2.97 -2.92  -0.0001
C19 2.85 4.31 -2.64  0.0010
C20 2.20 4.92 -1.58  0.0002
C21 1.39 4.15 -0.79  0.0009
C22 1.25 2.76 -0.98  0.0015
O3 0.55 2.08 -0.10  0.0098
N4 0.64 4.79 0.29  0.0000
O4 1.24 5.56 1.01  0.0001
O5 -0.53 4.47 0.44  -0.0001
N5 3.72 5.13 -3.51  0.0001
O6 4.26 4.56 -4.43  -0.0001
O7 3.82 6.30 -3.23  0.0004
H12 3.18 2.52 -3.77  0.0000
H13 2.33 5.98 -1.39  0.0000
C23 1.29 2.36 2.81  0.0011
C24 0.06 1.51 2.81  0.0085
N6 -0.76 1.60 3.85  0.0114
O8 -0.26 0.70 1.91  0.0127
H14 1.87 2.15 3.71  0.0002
H15 1.01 3.41 2.83  0.0004
H16 1.89 2.16 1.93  0.0000
H17 -0.57 2.22 4.62  0.0004
H18 -1.61 1.06 3.84  0.0003
C25 -4.00 4.08 -1.13  0.0004
N7 -3.39 2.91 -0.50  0.0030
C26 -3.91 2.24 0.67  -0.0001
C27 -2.94 1.08 0.81  0.0027
O9 -3.02 0.17 1.61  0.0055
N8 -1.93 1.25 -0.13  0.0093
C28 -2.27 2.32 -0.88  0.0041
N9 -1.59 2.70 -1.96  0.0011
H19 -5.07 4.07 -0.90  0.0000
H20 -3.90 4.02 -2.21  0.0001
H21 -3.57 5.00 -0.75  0.0002
H22 -4.93 1.88 0.52  -0.0001
H23 -3.88 2.87 1.56  -0.0001
H24 -0.71 2.27 -2.17  -0.0001
H25 -1.76 3.61 -2.36  0.0000

Computed properties:
2S+1: 2
HOMO level (alpha / beta) (eV): -13.8 / -13.6
E_LUMO (alpha / beta) (eV): -6.26 / -7.12
Kohn-Sham gap (alpha / beta) (Eh): 0.2785 / 0.2374
Charge: +2

---

Last place for stability: #w

---

#w
C32H27N10O3STeW as an isolated structure, computed with ωB97M-V/def2-TZVPD.

Last column: Löwdin spin population.
Atoms and positions in Å:
W1 -0.02 -0.55 0.63  -0.0293
O1 3.11 0.10 -2.62  0.0015
C1 2.31 0.50 -3.65  0.0028
C2 2.87 0.88 -4.86  -0.0006
C3 2.08 1.29 -5.92  0.0035
C4 0.70 1.32 -5.77  -0.0005
C5 0.14 0.95 -4.57  0.0035
C6 0.92 0.53 -3.49  0.0004
C7 0.23 0.19 -2.22  0.0208
O2 0.94 -0.18 -1.20  0.0135
N1 -1.05 0.28 -2.15  -0.0009
N2 -1.45 -0.20 -0.90  0.1884
C8 -2.68 -0.72 -0.95  0.1985
C9 -3.02 -1.53 0.12  0.0826
C10 -4.27 -2.18 0.25  0.0421
C11 -4.50 -2.98 1.33  0.0409
C12 -3.48 -3.12 2.29  0.0794
C13 -2.29 -2.47 2.10  0.0165
N3 -2.03 -1.69 1.04  0.1263
H1 4.02 0.14 -2.91  0.0000
H2 3.95 0.85 -4.97  -0.0001
H3 2.54 1.58 -6.85  0.0003
H4 0.07 1.65 -6.59  -0.0001
H5 -0.93 0.98 -4.42  0.0000
H6 -3.29 -0.56 -1.83  0.0118
H7 -5.02 -2.02 -0.52  0.0002
H8 -5.45 -3.49 1.45  0.0008
H9 -3.61 -3.73 3.17  0.0046
H10 -1.51 -2.56 2.84  0.0000
N4 -3.15 1.46 1.22  0.0028
C14 -2.52 1.12 2.35  0.0002
N5 -3.10 1.44 3.51  0.0002
C15 -2.42 1.11 4.60  0.0004
N6 -2.99 1.37 5.79  0.0000
N7 -1.20 0.54 4.63  0.0021
C16 -0.73 0.26 3.45  0.0016
N8 -1.35 0.47 2.28  0.0134
C17 0.63 -0.38 3.17  0.0005
C18 1.54 -0.53 4.34  -0.0003
C19 2.07 -1.72 4.63  0.0016
C20 1.75 -2.89 3.84  -0.0001
C21 0.92 -2.76 2.79  0.0008
N9 0.30 -1.59 2.45  -0.0009
H11 -3.93 2.07 1.30  0.0001
H12 -2.60 1.45 0.36  0.0003
H13 -3.86 1.87 5.82  0.0000
H14 -2.46 1.20 6.63  0.0000
H15 1.77 0.37 4.90  -0.0001
H16 2.75 -1.81 5.46  0.0001
H17 2.16 -3.86 4.08  0.0000
H18 0.67 -3.61 2.16  0.0001
O3 1.12 0.42 2.12  0.0300
N10 2.01 -1.39 0.47  0.0111
C22 3.20 -0.90 0.77  0.0012
C23 4.34 -1.61 0.44  0.0003
C24 4.21 -2.83 -0.21  0.0000
C25 2.96 -3.32 -0.53  0.0005
C26 1.86 -2.56 -0.17  0.0039
S1 0.17 -2.87 -0.39  0.0164
H19 3.21 0.05 1.28  0.0000
H20 5.31 -1.21 0.70  0.0001
H21 5.10 -3.40 -0.48  0.0000
H22 2.83 -4.26 -1.05  0.0002
Te1 0.41 2.34 0.47  0.0854
C27 0.15 3.16 -1.47  0.0065
C28 -1.12 3.50 -1.95  0.0049
C29 -1.26 4.11 -3.19  -0.0008
C30 -0.13 4.41 -3.95  0.0055
C31 1.13 4.09 -3.47  -0.0007
C32 1.27 3.46 -2.24  0.0055
H23 -1.99 3.27 -1.36  0.0000
H24 -2.25 4.36 -3.56  -0.0002
H25 -0.24 4.89 -4.91  0.0004
H26 2.00 4.31 -4.07  -0.0001
H27 2.25 3.20 -1.87  0.0003

Computed properties:
2S+1: 2
HOMO level (alpha / beta) (eV): -5.9 / -6.9
E_LUMO (alpha / beta) (eV): -0.18 / -0.69
Kohn-Sham gap (alpha / beta) (Eh): 0.2108 / 0.2277

---

#x
C32H27N10O3STeW as an isolated structure, computed with ωB97M-V/def2-TZVPD.

Last column: Löwdin spin population.
Atoms and positions in Å:
W1 -0.21 0.67 -0.41  -0.2660
O1 -0.84 -1.97 3.26  0.0010
C1 -1.70 -2.80 2.64  0.0026
C2 -1.94 -4.04 3.23  -0.0003
C3 -2.78 -4.95 2.62  0.0022
C4 -3.43 -4.63 1.44  -0.0003
C5 -3.23 -3.39 0.87  0.0023
C6 -2.35 -2.47 1.44  -0.0007
C7 -2.04 -1.25 0.72  0.0118
O2 -1.02 -0.48 1.10  -0.0075
N1 -2.74 -0.90 -0.33  0.0010
N2 -2.18 0.21 -0.92  0.0338
C8 -2.95 0.93 -1.75  -0.0119
C9 -2.44 2.16 -2.18  0.0105
C10 -3.17 3.01 -3.06  -0.0027
C11 -2.70 4.25 -3.37  0.0081
C12 -1.49 4.66 -2.78  -0.0022
C13 -0.80 3.78 -1.98  0.0065
N3 -1.20 2.54 -1.68  0.0165
H1 -0.66 -1.22 2.66  0.0000
H2 -1.43 -4.26 4.15  -0.0001
H3 -2.91 -5.93 3.07  0.0001
H4 -4.07 -5.35 0.96  -0.0001
H5 -3.73 -3.10 -0.04  0.0002
H6 -3.95 0.60 -2.00  0.0002
H7 -4.12 2.65 -3.44  -0.0003
H8 -3.23 4.90 -4.04  0.0005
H9 -1.11 5.65 -2.96  0.0000
H10 0.14 4.10 -1.55  0.0005
N4 1.48 3.94 0.63  -0.0038
C14 2.10 3.18 -0.30  0.0049
N5 3.36 3.51 -0.55  0.0429
C15 3.94 2.86 -1.58  0.0212
N6 5.20 3.20 -1.88  0.0070
N7 3.33 1.96 -2.34  0.0699
C16 2.07 1.64 -2.00  0.0959
N8 1.40 2.23 -0.93  0.0440
C17 1.38 0.74 -2.85  0.1409
C18 2.01 0.19 -3.99  0.0098
C19 1.31 -0.59 -4.86  0.0992
C20 -0.06 -0.83 -4.59  0.0455
C21 -0.61 -0.32 -3.45  0.0475
N9 0.05 0.44 -2.54  0.1388
H11 2.05 4.56 1.18  0.0000
H12 0.53 3.75 0.92  -0.0003
H13 5.67 3.87 -1.31  0.0006
H14 5.67 2.74 -2.64  -0.0002
H15 3.05 0.42 -4.13  -0.0014
H16 1.78 -1.03 -5.73  0.0055
H17 -0.66 -1.43 -5.26  0.0015
H18 -1.65 -0.53 -3.23  0.0046
O3 1.35 -0.07 -0.07  0.1125
N10 0.29 1.53 1.71  -0.0080
C22 1.25 1.09 2.54  -0.0010
C23 1.15 1.22 3.91  -0.0004
C24 0.01 1.81 4.46  -0.0004
C25 -0.99 2.24 3.62  0.0016
C26 -0.83 2.07 2.24  0.0033
S1 -2.00 2.51 1.08  0.0445
H19 2.09 0.62 2.05  0.0002
H20 1.94 0.85 4.54  -0.0001
H21 -0.09 1.92 5.53  0.0000
H22 -1.91 2.67 3.98  0.0005
Te1 0.45 -2.07 -1.07  0.2486
C27 1.13 -3.17 0.66  0.0092
C28 2.25 -2.76 1.37  -0.0010
C29 2.68 -3.48 2.48  0.0003
C30 2.01 -4.63 2.86  -0.0009
C31 0.93 -5.07 2.13  0.0004
C32 0.48 -4.34 1.04  0.0069
H23 2.78 -1.86 1.07  0.0001
H24 3.54 -3.15 3.04  0.0000
H25 2.34 -5.18 3.73  -0.0001
H26 0.41 -5.97 2.41  0.0000
H27 -0.38 -4.68 0.47  0.0044

Computed properties:
2S+1: 2
HOMO level (alpha / beta) (eV): -5.5 / -6.3
E_LUMO (alpha / beta) (eV): -1.49 / -1.29
Kohn-Sham gap (alpha / beta) (Eh): 0.1474 / 0.1856

---

Last place for stability: #x

---

#w
A 2-piece molecular cluster, C9H14O overall, computed with ωB97M-V/def2-TZVPD.

Last column: Löwdin spin population.
Atoms and positions in Å:
C1 -2.82 0.71 1.76  0.0124
C2 -2.00 1.72 0.97  0.0068
H1 -2.96 -0.18 1.13  0.0014
H2 -2.45 0.40 2.73  0.0035
H3 -3.85 1.05 1.84  0.0027
H4 -1.40 1.36 0.13  0.0042
H5 -2.75 2.35 0.51  0.0005
H6 -1.33 2.39 1.53  0.0026
C3 0.68 -3.02 0.72  0.0082
C4 0.89 0.91 -1.03  0.0516
C5 0.89 0.85 0.36  0.2129
C6 0.64 -0.20 -1.81  0.1731
C7 0.68 -0.45 0.95  0.1859
C8 0.47 -1.48 -1.21  0.2104
C9 0.63 -1.61 0.18  0.0389
O1 1.18 2.09 -1.69  0.0015
H7 1.07 1.73 0.98  0.0220
H8 0.88 2.83 -1.16  0.0023
H9 0.60 -0.12 -2.89  0.0138
H10 0.65 -0.43 2.04  0.0161
H11 0.33 -2.42 -1.72  0.0235
H12 1.29 -3.09 1.64  0.0005
H13 1.32 -3.64 0.09  0.0032
H14 -0.31 -3.37 1.03  0.0023

Computed properties:
2S+1: 2
HOMO level (alpha / beta) (eV): 0.9 / -3.4
E_LUMO (alpha / beta) (eV): 3.88 / 3.81
Kohn-Sham gap (alpha / beta) (Eh): 0.1108 / 0.2657
Charge: -1

---

#x
A 2-piece molecular cluster, C9H14O overall, computed with ωB97M-V/def2-TZVPD.

Last column: Löwdin spin population.
Atoms and positions in Å:
C1 0.62 -0.57 2.16  0.0073
C2 1.99 -0.15 2.73  0.0029
H1 0.83 -1.05 1.14  0.0065
H2 0.11 -1.46 2.51  0.0002
H3 -0.19 0.12 1.95  0.0028
H4 2.70 -0.95 2.78  0.0012
H5 2.33 0.58 1.99  0.0026
H6 1.67 0.33 3.67  0.0000
C3 -2.96 0.18 -0.71  0.0134
C4 0.50 1.48 -1.07  0.2291
C5 1.08 0.23 -1.40  0.0512
C6 -0.87 1.52 -1.11  0.2436
C7 -1.55 0.30 -1.09  0.0417
C8 0.42 -0.95 -1.47  0.1411
C9 -0.94 -0.90 -1.26  0.1469
O1 2.42 0.32 -1.69  0.0135
H7 1.02 2.40 -1.10  0.0172
H8 -1.40 2.42 -1.54  0.0333
H9 0.97 -1.87 -1.77  0.0185
H10 2.91 -0.49 -2.00  0.0063
H11 -3.32 1.07 -0.15  0.0062
H12 -3.10 -0.64 0.02  0.0011
H13 -1.49 -1.88 -1.20  0.0121
H14 -3.77 -0.03 -1.39  0.0010

Computed properties:
2S+1: 2
HOMO level (alpha / beta) (eV): 0.8 / -3.2
E_LUMO (alpha / beta) (eV): 3.83 / 3.67
Kohn-Sham gap (alpha / beta) (Eh): 0.1098 / 0.2513
Charge: -1

---

Last place for stability: #x

---

#w
C8H10ClCuN2 as an isolated structure, computed with ωB97M-V/def2-TZVPD.

Last column: Löwdin spin population.
Atoms and positions in Å:
Cu1 0.30 3.99 0.87  0.0000
Cl1 -1.00 0.12 0.34  0.0000
N1 0.17 2.98 -8.14  0.0441
C1 -0.04 2.87 -6.81  0.3374
C2 0.32 1.64 -6.40  0.1159
C3 0.68 0.92 -7.49  0.1356
C4 0.60 1.76 -8.56  0.3440
H1 -0.01 3.78 -8.74  -0.0018
H2 -0.33 3.81 -6.37  0.0111
H3 0.33 1.26 -5.39  0.0006
H4 1.16 -0.05 -7.47  0.0018
H5 0.80 1.67 -9.61  0.0115
N2 -0.09 -1.99 6.40  0.0000
C5 -0.05 -1.37 7.61  0.0000
C6 -0.38 -2.31 8.53  0.0000
C7 -0.48 -3.53 7.88  0.0000
C8 -0.26 -3.33 6.54  0.0000
H6 -0.14 -1.43 5.55  0.0000
H7 0.01 -0.29 7.69  0.0000
H8 -0.54 -2.10 9.58  0.0000
H9 -0.77 -4.46 8.34  0.0000
H10 -0.29 -3.94 5.66  0.0000

Computed properties:
2S+1: 2
HOMO level (alpha / beta) (eV): -9.0 / -9.0
E_LUMO (alpha / beta) (eV): -5.52 / -8.10
Kohn-Sham gap (alpha / beta) (Eh): 0.1282 / 0.0334
Charge: +1

---

#x
C8H10ClCuN2 as an isolated structure, computed with ωB97M-V/def2-TZVPD.

Last column: Löwdin spin population.
Atoms and positions in Å:
Cu1 -4.02 -1.34 -3.45  0.0001
Cl1 -1.73 -0.63 -3.30  0.0021
N1 0.71 1.58 0.21  0.0454
C1 1.37 2.78 0.41  0.3781
C2 1.75 3.26 -0.87  0.0874
C3 1.29 2.39 -1.82  0.1367
C4 0.71 1.31 -1.10  0.3223
H1 0.25 1.03 0.92  -0.0016
H2 1.29 3.19 1.41  0.0144
H3 2.27 4.19 -1.07  -0.0002
H4 1.50 2.37 -2.88  0.0033
H5 0.32 0.40 -1.54  0.0107
N2 -1.69 -2.22 1.18  0.0000
C5 -0.94 -1.37 0.43  -0.0001
C6 0.35 -1.43 0.88  0.0006
C7 0.38 -2.32 1.99  0.0001
C8 -0.89 -2.86 2.10  0.0001
H6 -2.68 -2.31 1.08  0.0000
H7 -1.38 -0.79 -0.37  -0.0001
H8 1.25 -1.01 0.45  0.0006
H9 1.23 -2.66 2.55  0.0000
H10 -1.33 -3.57 2.77  0.0000

Computed properties:
2S+1: 2
HOMO level (alpha / beta) (eV): -11.2 / -11.2
E_LUMO (alpha / beta) (eV): -4.25 / -6.93
Kohn-Sham gap (alpha / beta) (Eh): 0.2555 / 0.1571
Charge: +1

---

Last place for stability: #w